(1)
Density functional theory data (ωB97M-V/def2-TZVPD) for a cluster of 2 separate species, C3H10N4 in total at a distorted geometry.

```
17
C3H10N4 (ωB97M-V/def2-TZVPD)
C 1.469 -1.134 0.226
C 1.092 1.676 0.760
C 0.075 0.814 0.062
N -1.091 1.365 -0.293
N 0.267 -0.448 -0.188
H -1.825 0.668 -0.616
H -1.325 2.293 0.017
H 1.392 -2.172 -0.097
H 1.598 -1.134 1.313
H 2.370 -0.701 -0.223
H 2.021 1.692 0.189
H 0.736 2.697 0.874
H 1.310 1.273 1.750
N -1.973 -1.030 -1.025
N -2.852 -1.853 -0.806
H -2.557 -2.852 -0.955
H -0.709 -1.154 -0.988
```

Results
E_LUMO = 0.85 eV
Relative energy (zero: lowest compared OMol25 entry of this formula, charge and spin) = 260.63 kJ/mol
E_tot = -339.22868 hartree
Charge = 0

---

(2)
Density functional theory data (ωB97M-V/def2-TZVPD) for a cluster of 2 separate species, C3H10N4O3 in total at a distorted geometry.

```
20
C3H10N4O3 (ωB97M-V/def2-TZVPD)
C -1.854 0.295 1.281
N -0.056 1.662 0.281
C -0.384 0.594 1.146
O -0.970 2.300 -0.561
O 0.469 0.185 1.899
H -1.263 3.104 -0.103
H 0.912 1.901 0.181
H -2.112 0.243 2.340
H -2.479 1.030 0.791
H -2.059 -0.682 0.860
N 0.274 -1.214 -0.629
C 1.566 -0.945 -1.081
N 0.011 -2.303 0.233
N 1.693 0.280 -1.684
O 2.490 -1.667 -0.782
H -0.541 -0.803 -1.077
H 0.323 -2.029 1.168
H 0.604 -3.087 -0.053
H 2.573 0.393 -2.169
H 0.803 0.740 -2.041
```

Results
E_LUMO = 0.42 eV
E_tot = -565.00418 hartree
Charge = 0

---

(3)
Density functional theory data (ωB97M-V/def2-TZVPD) for a structure of composition C3H10N4S at a distorted geometry.

```
18
C3H10N4S (ωB97M-V/def2-TZVPD)
C -0.006 0.900 -2.553
C -0.409 -0.403 0.345
C 1.720 -0.520 1.722
H 0.713 1.584 -2.069
H -1.011 1.486 -2.621
H 0.470 0.874 -3.591
H -0.966 -0.999 -2.522
H 1.249 -0.740 -0.585
H 1.426 -1.474 2.122
H 2.828 -0.356 1.564
H 1.464 0.349 2.407
H -2.049 -0.734 1.343
H -2.620 1.218 2.315
N -0.348 -0.466 -1.827
N -1.228 -0.338 -0.702
N 0.973 -0.357 0.356
N -1.102 -0.590 1.521
S -1.105 0.565 2.775
```

Results
E_LUMO = 0.15 eV
Relative energy (zero: lowest compared OMol25 entry of this formula, charge and spin) = 279.78 kJ/mol
E_tot = -737.37012 hartree
Charge = 0

---

(4)
Density functional theory data (ωB97M-V/def2-TZVPD) for an isolated molecule of C3H10N4S at a distorted geometry.

```
18
C3H10N4S (ωB97M-V/def2-TZVPD)
C 1.771 0.534 -2.653
C -0.454 0.154 -0.224
C -0.565 -2.046 0.964
H 2.346 0.531 -1.697
H 1.682 1.602 -2.962
H 2.064 0.094 -3.674
H -0.186 0.400 -3.221
H -0.192 -1.471 -1.047
H -1.773 -2.191 0.972
H -0.156 -3.018 0.935
H -0.159 -1.949 1.946
H -1.164 1.862 0.549
H 0.920 1.611 2.489
N 0.265 0.041 -2.435
N -0.223 0.830 -1.404
N -0.153 -1.161 0.004
N -0.753 0.876 0.803
S -0.115 0.412 2.400
```

Results
E_LUMO = 0.48 eV
Relative energy (zero: lowest compared OMol25 entry of this formula, charge and spin) = 344.98 kJ/mol
E_tot = -737.34529 hartree
Charge = 0

---

(5)
Density functional theory data (ωB97M-V/def2-TZVPD) for an isolated molecule of C3H10N4S at a distorted geometry.

```
18
C3H10N4S (ωB97M-V/def2-TZVPD)
C 1.859 -1.393 -0.849
C -0.115 0.014 -0.652
C -0.096 1.284 2.444
H 1.824 -1.403 -1.954
H 1.321 -2.284 -0.516
H 2.856 -1.511 -0.504
H 1.743 0.463 0.092
H -1.662 1.096 -0.166
H -1.188 1.251 2.620
H 0.365 1.878 3.220
H 0.310 0.248 2.457
H -2.698 -1.348 -1.567
H -2.159 -0.117 -2.351
N 1.183 -0.272 -0.294
N -0.663 1.224 -0.207
N -0.760 -0.883 -1.330
N -2.191 -0.491 -1.402
S 0.070 2.244 0.959
```

Results
E_LUMO = 0.84 eV
Relative energy (zero: lowest compared OMol25 entry of this formula, charge and spin) = 19.08 kJ/mol
E_tot = -737.46942 hartree
Charge = 0

---

(6)
Density functional theory data (ωB97M-V/def2-TZVPD) for a cluster of 2 separate species, C3H10N5S2 in total at a distorted geometry.

```
20
C3H10N5S2 (ωB97M-V/def2-TZVPD)
C -0.593 1.652 -2.120
C -1.487 -0.475 -2.712
C 0.787 0.283 0.243
N -1.460 0.770 -2.261
N -2.527 -1.287 -2.468
N -0.321 0.893 0.834
N 1.639 -0.399 0.969
N 1.685 -0.672 3.562
S -0.441 3.282 -2.348
S 1.080 0.888 -1.374
H -0.845 1.576 0.289
H -3.114 -1.157 -1.639
H -2.627 -2.036 -3.112
H -0.505 1.053 1.860
H -0.633 -0.798 -3.334
H 2.361 -0.964 0.396
H 1.655 -0.465 1.996
H 2.662 -1.160 3.479
H 0.975 -1.287 4.005
H 1.707 0.302 3.735
```

Results
E_LUMO = -3.87 eV
Relative energy (zero: lowest compared OMol25 entry of this formula, charge and spin) = 77.99 kJ/mol
E_tot = -1190.19320 hartree
Charge = +1